DFT (ωB97M-V/def2-TZVPD) results for C5H2O in the gas phase.

Geometry as XYZ:
```
8
Properties=species:S:1:pos:R:3:nbo_charge:R:1
C 1.23 -1.02 -0.22 0.095
C 0.65 1.40 -0.59 0.203
C -1.26 -0.23 -0.45 0.411
C 1.15 0.70 0.46 -0.286
C 0.21 -0.15 -0.51 -0.361
O -1.82 0.57 0.24 -0.473
H -1.69 -0.92 -1.24 0.144
H 1.13 0.91 1.58 0.268
```

Calculated values
LUMO energy (spin up / spin down) = -0.3 / -3.6 eV
relative energy (zero: lowest compared OMol25 entry of this formula, charge and spin) = 91.2 kcal per mole
orbital gap (spin up / spin down) = 7.84 / 7.00 eV
calculated total energy = -266.5802 Ha
maximum force = 3.4 eV Å⁻¹
charge = 0
multiplicity = 3
HOMO (spin up / spin down) = -8.1 / -10.6 eV